The following is a DFT calculation (ωB97M-V/def2-TZVPD) of a 40-piece molecular cluster, H80O40 overall in a non-equilibrium geometry.

Structure (XYZ):
```
120
Properties=species:S:1:pos:R:3:mulliken_spin:R:1
H -0.0684 -2.6680 1.7849 0.01
H 0.8180 -2.3045 0.6594 -0.06
O 0.1369 -2.9538 0.8727 0.25
H 1.4038 -5.3824 0.8370 0.00
H 1.8492 -4.1138 1.6374 0.01
O 1.5355 -5.0427 1.7197 0.01
H 4.8996 0.8755 1.8845 -0.01
H 3.6699 1.2667 1.0736 0.02
O 4.5366 0.8781 0.9767 0.03
H -0.5912 -4.1392 -4.7831 0.00
H 0.5731 -4.9746 -4.2411 0.01
O -0.3079 -5.0468 -4.6567 0.01
H 3.5894 4.3568 1.0813 0.02
H 3.9613 3.1390 1.6573 0.01
O 3.7732 3.4603 0.7635 -0.05
H 0.9891 0.3101 -0.5875 0.00
O 0.3799 -0.0415 0.0971 0.41
H 2.5838 4.3400 4.3896 0.02
O 3.1917 3.7910 3.8919 0.00
H -4.9785 2.0927 -3.2170 0.05
H -4.7598 3.3519 -2.2473 0.05
O -4.6599 2.4076 -2.3773 -0.17
H 3.3664 -1.2130 -1.0158 0.00
H 2.4916 -1.4686 -1.9198 0.01
O 3.2126 -2.0084 -1.5397 0.08
H 0.7665 -2.5120 -4.6603 0.02
H 0.6524 -1.2404 -3.8502 0.03
O 0.3360 -1.6642 -4.6863 -0.05
H -2.4402 0.4619 1.2716 0.07
H -1.5935 0.2324 2.5731 -0.06
O -1.9843 0.9044 2.0206 0.24
H -3.5090 0.5170 -0.2677 -0.01
O -4.2700 0.5853 0.3351 0.15
H -4.0778 -1.4010 -2.6076 0.05
H -3.1481 -1.3390 -1.2238 0.03
O -3.6444 -1.8799 -1.8974 0.00
H -0.9093 -1.2529 5.0351 0.04
H -2.1786 -0.6571 4.4090 0.04
O -1.3782 -1.1509 4.1889 -0.04
H -0.4533 -4.7983 0.8903 0.00
H -1.4868 -4.0588 -0.1242 -0.02
O -0.9881 -4.8646 0.0837 -0.03
H 0.6470 4.4426 -4.7753 0.05
H 0.5876 3.3170 -6.0741 0.01
O 0.8546 3.6035 -5.2072 -0.08
H -3.8974 3.2985 1.9188 0.01
H -3.1836 2.4436 0.9438 0.05
O -3.6549 3.2828 0.9882 -0.05
H -5.6447 -0.1640 1.8981 0.01
H -6.2199 1.2955 1.4435 0.01
O -6.2720 0.3327 1.3795 -0.07
H 0.3634 6.5657 0.0760 0.06
O 0.8128 5.9541 -0.5038 -0.24
H 0.4703 -0.2688 2.2188 0.00
H -0.1550 -0.8206 3.3430 0.02
O 0.8166 -0.7550 3.0146 -0.14
H 4.6058 0.3510 -2.0094 0.01
O 4.6749 -0.4349 -2.5574 -0.02
H 0.2190 2.7463 0.1384 0.06
H 0.4294 4.3177 -0.1381 -0.05
O 0.5892 3.4054 -0.4931 0.22
H -2.9610 -4.6074 -2.0523 0.01
H -4.2116 -4.3254 -2.4218 0.00
O -3.7238 -5.1758 -2.2906 0.01
H -3.3795 -0.7550 2.7613 0.01
H -4.3935 0.2335 2.9009 0.04
O -3.7974 -0.2538 3.4670 -0.04
H 1.4502 0.4223 4.1189 0.03
H 2.9859 0.4933 3.8762 0.00
O 2.2766 0.9318 4.3514 -0.08
H 2.3377 2.8902 -3.6470 0.00
H 2.2919 3.5808 -2.1119 0.03
O 2.7348 3.0721 -2.7869 -0.09
H -3.8148 -2.4803 -0.1317 0.05
H -5.3663 -2.8216 -0.2398 0.00
O -4.6545 -2.6040 0.3535 0.00
H 2.6208 1.5569 -2.2800 0.04
H 1.7728 1.8461 -1.0542 -0.03
O 2.2788 1.0683 -1.4054 -0.11
H -2.1950 4.4908 0.1633 0.05
H -1.0792 4.6551 -0.8934 0.00
O -1.7870 5.1079 -0.4558 -0.15
H -1.5999 0.6180 -2.2628 -0.02
H -1.7909 -0.8723 -1.7113 0.09
O -1.8914 0.1019 -1.5013 -0.20
H -1.0233 -2.8810 4.0465 0.04
H -2.2520 -3.6591 3.2437 0.00
O -1.3161 -3.5504 3.3947 -0.02
H 1.9967 -3.7453 -4.5978 0.00
O 1.9436 -3.9306 -3.6635 -0.04
H 0.6786 3.7906 4.1446 0.05
H -0.5616 4.2704 3.1413 0.02
O -0.1514 3.6249 3.7185 -0.05
H 1.1758 6.3555 -1.3238 0.09
H -0.4196 -0.3785 -0.2703 0.01
H 5.1917 -1.0380 -1.9488 0.00
H 2.5541 3.1289 3.5535 0.01
H -4.9483 0.0955 -0.2473 0.02
H 2.7420 -3.6328 -3.1730 0.01
O 4.8631 0.6522 3.7514 -0.02
H 4.8332 0.9280 4.6843 0.01
H 5.2893 -0.2067 3.7295 0.00
O -1.3156 -2.7633 -1.5575 0.19
H -0.5675 -3.1161 -0.9471 -0.02
H -1.1068 -3.4560 -2.2082 -0.01
O 0.0963 4.9611 -2.9918 0.00
H -0.7747 5.2253 -3.2913 -0.04
H 0.0160 4.9494 -2.0233 0.14
O 2.8192 -2.9735 4.2457 0.00
H 2.9108 -2.3606 3.4932 0.00
H 1.9998 -2.8343 4.7309 0.00
O 5.1881 -2.9713 0.4548 0.00
H 5.5308 -3.7728 0.8586 -0.01
H 4.6735 -3.4429 -0.2286 0.00
O 2.4801 -1.2609 1.2183 0.13
H 3.2855 -0.9862 0.6816 -0.01
H 2.1486 -0.4078 1.5212 -0.03
O -3.2713 0.1506 -4.5003 -0.26
H -3.8051 0.2415 -5.3198 0.05
H -2.3397 0.1135 -4.9015 0.07
```

HOMO-LUMO gap (alpha / beta): 0.0699 / 0.3588 hartree
E_LUMO (alpha / beta): 1.6 / 1.6 eV
relative energy (zero: lowest compared OMol25 entry of this formula, charge and spin): 130.6 kcal/mol
charge: -1
2S+1: 2
E: -3057.34440 Eh
strongest force on any atom: 3.63 eV/A

***

The following is a DFT calculation (ωB97M-V/def2-TZVPD) of a 40-piece molecular cluster, H80O40 overall in a non-equilibrium geometry.

Structure (XYZ):
```
120
Properties=species:S:1:pos:R:3:mulliken_charge:R:1
H -0.6353 2.4108 3.0878 0.29
H -0.1728 3.6123 2.3707 0.37
O -0.4212 3.3339 3.2607 -0.66
H -0.8768 -3.1255 -4.0178 0.29
H -1.4670 -2.3192 -5.2116 0.24
O -1.5150 -2.4354 -4.2627 -0.50
H -4.9571 3.1264 1.3867 0.25
H -4.6918 1.8481 0.7399 0.17
O -4.3782 2.7601 0.6856 -0.53
H 2.2247 2.5052 -1.7758 -0.30
H 3.1645 1.4019 -0.9215 -0.33
O 2.3790 1.9600 -1.0014 0.71
H -0.1961 0.7107 6.5754 0.27
H 0.0910 1.3408 5.1990 0.33
O -0.5157 0.7560 5.6713 -0.62
H -1.9419 1.6286 -0.3699 -0.03
O -2.5399 1.0036 0.0448 0.34
H -3.8938 -4.4545 0.4028 0.31
O -3.7908 -3.7401 1.0494 -0.62
H -5.8696 1.7350 -2.1591 0.26
H -4.8222 0.9247 -1.3711 0.32
O -5.7350 1.2687 -1.3283 -0.66
H 1.1578 6.3982 -1.5249 0.27
H 1.8197 5.7107 -0.2427 0.33
O 1.9762 6.1385 -1.0858 -0.69
H -6.2417 -2.0225 -0.3560 0.32
H -5.1380 -1.0695 -0.3391 0.12
O -5.3186 -1.9826 -0.6335 -0.68
H -2.8621 -0.6252 -3.2927 0.16
H -2.2783 -0.3448 -2.0267 0.31
O -2.7949 0.1434 -2.7072 -0.45
H 1.6346 1.8517 1.0305 0.39
O 1.4169 0.9256 1.3045 0.36
H -1.5511 -3.9268 2.4634 0.23
H -1.1689 -5.4106 2.6123 0.27
O -0.8697 -4.5735 2.2363 -0.52
H -3.1930 2.8739 2.1316 0.47
H -2.5032 3.3695 3.3549 0.37
O -3.1066 2.6578 3.0803 -0.70
H -0.6753 -0.3337 2.2670 -0.12
H -0.7122 -1.3868 1.2248 -0.30
O -1.0991 -0.5262 1.4270 0.15
H 2.8075 3.1159 -3.5115 0.29
H 2.0571 1.7347 -4.2515 0.29
O 2.2044 2.6710 -4.1174 -0.65
H 2.0917 3.3383 3.4215 0.47
H 1.3056 4.3141 3.9884 0.33
O 2.0874 4.3231 3.4152 -0.78
H 0.4931 -3.6750 -0.0152 -0.03
H 1.0824 -3.3039 1.3482 0.19
O 1.2551 -3.2257 0.3997 -0.10
H 4.3942 -4.0916 -2.5293 0.31
O 4.1206 -3.8336 -3.4085 -0.64
H 1.1106 -1.3235 -3.7961 0.24
H 1.7658 -0.7658 -5.1311 0.26
O 1.9139 -0.9680 -4.1986 -0.61
H 2.8850 1.4017 4.7413 0.24
O 2.0230 1.6660 4.4146 -0.68
H 4.6001 -2.7847 4.0889 0.32
H 3.6978 -4.2233 3.9031 0.32
O 3.8167 -3.3130 4.2060 -0.63
H 0.9656 -6.1331 0.1970 0.26
H 2.4586 -5.5948 0.2232 0.34
O 1.8648 -6.3180 0.4466 -0.64
H -4.0566 -4.1846 -2.7862 0.33
H -3.1466 -3.4038 -2.1385 0.10
O -3.4898 -4.3104 -2.0085 -0.58
H -4.6777 -0.5326 2.3048 0.31
H -4.4307 -1.9577 2.2894 0.28
O -5.1142 -1.3380 1.9707 -0.62
H 4.3861 0.3366 1.3642 0.35
H 4.3086 0.1649 -0.2103 0.26
O 4.4140 0.7988 0.5052 -0.64
H 5.4719 -3.0472 0.6467 0.30
H 4.0288 -3.1126 1.0773 0.28
O 4.7206 -3.6574 0.6790 -0.59
H -2.3741 2.0530 -3.3313 0.34
H -1.1405 2.8380 -3.4876 0.32
O -2.0755 2.9022 -3.6909 -0.67
H 2.8549 -0.3867 -2.4536 0.27
H 1.9259 -1.3655 -1.6257 -0.19
O 2.6475 -0.7553 -1.5815 -0.15
H -0.7672 5.3659 -3.1127 0.32
H -1.4869 5.0831 -1.9610 0.27
O -0.6581 5.5631 -2.1659 -0.55
H 2.6086 3.2989 0.4827 0.16
H 1.9522 4.1645 1.6948 0.50
O 1.7895 3.5097 0.9657 -0.78
H -1.1289 -5.4304 -0.6579 0.23
O -0.8728 -4.5060 -0.7918 -0.44
H 0.7554 0.9671 -1.3194 -0.01
H 0.2782 -0.1964 -2.1264 -0.12
O -0.0682 0.5092 -1.5883 0.17
H 3.1571 -3.7988 -3.4230 0.30
H -2.1030 0.6608 0.8534 0.04
H 1.8260 1.1075 3.6424 0.45
H -4.2284 -3.0940 0.4516 0.26
H 1.0138 0.4849 0.5540 -0.31
H -1.7456 -4.1708 -0.4977 0.00
O -2.4222 -1.7737 -0.8719 0.85
H -1.9763 -1.1596 -0.2633 -0.24
H -3.3396 -1.4876 -0.8999 0.18
O 4.0708 4.5863 -1.0036 -0.57
H 3.7028 5.4724 -1.0143 0.31
H 4.6113 4.4058 -0.2295 0.28
O 5.7464 1.7548 -2.2772 -0.63
H 5.4380 2.6400 -2.0196 0.34
H 4.9179 1.3261 -2.5058 0.29
O 0.7855 -3.5832 -2.9921 -0.70
H 0.4521 -3.4213 -2.0961 0.31
H 0.4764 -4.4727 -3.1636 0.28
O -3.4712 4.9634 -0.3019 -0.69
H -3.9096 4.9183 -1.1508 0.30
H -3.2706 4.0877 0.0536 0.33
O 3.3590 -0.0073 2.7464 -0.86
H 2.7466 0.4459 2.1133 0.42
H 2.9410 -0.8552 2.9084 0.33
O -1.3306 -1.9975 3.5116 -0.42
H -1.5770 -1.0972 3.7428 0.23
H -1.4580 -2.4355 4.3761 0.21
```

HOMO-LUMO gap: 0.3837 hartree
E_LUMO: -0.5 eV
relative energy (zero: lowest compared OMol25 entry of this formula, charge and spin): 142.5 kcal/mol
E: -3057.53030 Eh
strongest force on any atom: 2.16 eV/A